Computed, not measured: the molecule C2H6F2N2 at a distorted geometry, with wB97M-V/def2-TZVPD.

```
12
Properties=species:S:1:pos:R:3:lowdin_charge:R:1
C 0.838 -0.409 -0.159 -0.071
N -0.096 0.808 -0.218 -0.157
N -1.273 0.760 0.520 -0.052
C -2.305 -0.029 -0.168 -0.522
F -3.502 0.427 0.053 0.113
F -2.337 -1.348 0.054 0.071
H 0.462 -1.323 -0.503 0.045
H 1.775 -0.020 -0.562 0.076
H 1.004 -0.687 0.883 0.063
H 0.380 1.760 -0.015 0.146
H -1.267 0.292 1.441 0.125
H -1.943 0.143 -1.240 0.163
```

As for the LUMO energy: 1.08 eV. Its gap between HOMO and LUMO is 10.66 eV. The calculation puts the HOMO energy at -0.35202 Ha. Its energy relative to the best compared isomer or geometry (same formula, charge and spin) is 131.4 kJ/mol. As for the max |F|: 0.1091 Eh/bohr.